Record 1
{
  "formula": "C5H12N2O",
  "method": "ωB97M-V/def2-TZVPD",
  "homo_energy_ha": -0.3320,
  "charge": 0,
  "elements": ["C", "N", "C", "C", "N", "C", "C", "O", "H", "H", "H", "H", "H", "H", "H", "H", "H", "H", "H", "H"],
  "positions_angstrom": [[-2.654, 0.327, 1.086], [-1.334, 0.826, 1.488], [-0.250, 0.088, 0.732], [-0.009, 0.863, -0.564], [0.684, 0.041, -1.579], [1.719, -0.832, -1.469], [2.498, -0.996, -0.206], [2.060, -1.490, -2.445], [-2.918, 0.480, 0.041], [-3.397, 0.844, 1.701], [-2.711, -0.739, 1.269], [-1.316, 1.830, 1.370], [-0.516, -0.947, 0.526], [0.558, 0.010, 1.468], [0.396, 1.872, -0.521], [-1.048, 1.063, -0.890], [0.243, 0.105, -2.480], [3.477, -1.460, -0.370], [2.012, -1.769, 0.428], [2.505, -0.115, 0.415]],
  "forces_ev_per_a": [[0.03, 0.62, 0.67], [-0.22, -1.89, -0.49], [-0.26, 2.22, 1.60], [-0.17, -1.27, -0.43], [-0.97, 1.05, 0.53], [0.68, -0.49, -1.20], [-0.56, -1.05, 1.31], [-0.25, 0.09, 0.01], [0.00, 0.13, -0.40], [-0.09, -0.23, -0.14], [-0.04, -0.17, 0.23], [0.44, -0.02, -0.20], [-0.51, 0.14, -0.16], [0.32, 0.26, -0.61], [0.57, -0.07, 0.69], [0.51, -0.40, -0.47], [0.39, -0.42, -0.25], [-0.17, 0.69, -0.39], [-0.12, 0.41, -0.38], [0.42, 0.41, 0.09]],
  "nbo_charge": [-0.417, -0.625, -0.243, -0.239, -0.622, 0.664, -0.719, -0.627, 0.157, 0.202, 0.193, 0.353, 0.206, 0.204, 0.197, 0.204, 0.405, 0.254, 0.234, 0.218]
}

Record 2
{
  "formula": "C9H21NO2P",
  "method": "ωB97M-V/def2-TZVPD",
  "homo_energy_ha": [-0.4630, -0.4630],
  "charge": 1,
  "elements": ["C", "C", "C", "C", "C", "C", "C", "C", "C", "N", "O", "O", "P", "H", "H", "H", "H", "H", "H", "H", "H", "H", "H", "H", "H", "H", "H", "H", "H", "H", "H", "H", "H", "H"],
  "positions_angstrom": [[1.005, 0.178, -0.501], [1.272, -1.157, 0.090], [-0.234, -1.392, -1.746], [0.957, -1.248, 1.589], [2.719, -1.461, -0.220], [-1.685, -1.316, -1.451], [0.116, -2.112, -2.994], [-1.771, 1.680, 2.376], [-0.137, 3.784, 1.155], [0.374, -0.036, -1.671], [-1.348, 1.909, -0.307], [0.395, -2.095, -0.631], [-0.501, 1.942, 1.087], [1.664, 1.040, -0.502], [0.951, -2.338, 1.875], [-0.014, -0.940, 1.928], [1.585, -0.685, 2.124], [2.916, -1.458, -1.248], [3.056, -2.495, 0.081], [3.295, -0.563, 0.210], [-2.419, -2.021, -1.943], [-2.148, -0.276, -1.636], [-1.668, -1.505, -0.306], [-0.491, -1.766, -3.730], [-0.091, -3.232, -2.848], [1.144, -2.026, -3.271], [-1.359, 1.170, 3.255], [-2.243, 2.624, 2.629], [-2.567, 0.960, 1.872], [0.443, 3.956, 0.352], [-1.098, 4.308, 1.319], [0.431, 4.061, 1.961], [-2.119, 2.519, -0.349], [0.004, 0.861, -2.177]],
  "forces_ev_per_a": [[-0.21, -0.64, -3.77], [-1.16, -1.19, 0.96], [0.74, -0.82, 0.71], [-2.09, -3.52, -1.68], [1.25, 0.41, 1.84], [-2.90, 1.00, 1.83], [0.84, -2.71, 1.52], [-1.20, -1.62, -1.26], [-3.47, -2.38, 1.80], [-0.35, 2.91, 1.75], [-1.14, 0.53, -0.58], [0.75, 2.03, -0.18], [0.46, 0.62, 0.27], [-0.31, -0.05, 0.67], [0.63, 1.05, -0.21], [-0.82, 0.41, -0.66], [2.89, 1.79, 2.12], [-0.02, 0.27, -1.76], [-0.40, 1.37, 0.44], [-0.19, -1.82, -0.26], [1.38, 0.39, 0.45], [0.91, -1.48, 0.30], [-0.80, 0.43, -1.86], [-1.68, 0.88, -2.55], [0.15, 1.70, -0.11], [0.70, 0.19, -0.09], [-0.15, 0.26, -0.18], [-0.20, 0.02, 0.23], [1.55, 1.43, 1.17], [1.37, 1.18, -3.22], [0.45, 0.01, -0.89], [1.54, 0.32, 2.35], [0.64, -0.46, 0.03], [0.82, -2.54, 0.82]],
  "nbo_charge": [0.251, 0.148, 0.388, -0.608, -0.615, -0.671, -0.627, -0.988, -0.919, -0.510, -1.013, -0.511, 1.157, 0.246, 0.245, 0.221, 0.217, 0.223, 0.262, 0.218, 0.256, 0.234, 0.249, 0.219, 0.256, 0.227, 0.262, 0.245, 0.260, 0.231, 0.235, 0.245, 0.504, 0.465]
}

ΔE to the lowest compared entry with this formula, charge and spin across the listed records, respectively: 1.639; 0.000 eV.